(1)
The following is a quantum chemistry calculation of a cluster of 2 separate species, C4H8O3 in total at a distorted geometry, from OMol25.

Calculated values
HOMO-LUMO gap   10.2 eV
Spin multiplicity   1
Total charge   0
Energy relative to the best compared isomer or geometry (same formula, charge and spin)   70.61 kcal per mole
Max |F|   0.096 Eh/bohr
SMILES string   O=CCCC=O.O
E_HOMO   -9.730 eV

Geometry as XYZ:
```
15
C4H8O3 | OMol25 | ωB97M-V/def2-TZVPD
O -1.6029 -0.7985 -2.2091
C -0.3643 -0.8813 -2.2009
C 0.7112 0.0437 -1.6335
C 0.4112 0.6498 -0.2158
C -0.7317 -0.1478 0.5049
O -0.4896 -1.2591 0.9812
H 0.0845 -1.3213 -3.1340
H 1.5430 -0.7080 -1.5494
H 1.0344 0.7902 -2.5160
H 0.2321 1.7331 -0.3601
H 1.2994 0.4724 0.3834
H -1.7838 0.2132 0.7857
O 1.4194 1.6266 3.7055
H 1.6178 1.9045 4.6668
H 1.1991 2.3777 3.1738
```

Atomic partial charges in e from the Löwdin method, atoms 1 to 6: O 0.029; C -0.257; C -0.162; C -0.137; C -0.235; O 0.013

=====

(2)
The following is a quantum chemistry calculation of the molecule C4H8O3, from OMol25.

Calculated values
HOMO-LUMO gap   9.4 eV
Spin multiplicity   1
Total charge   0
Energy relative to the best compared isomer or geometry (same formula, charge and spin)   56.24 kcal per mole
Max |F|   0.015 Eh/bohr
SMILES string   OC/C=C(/O)CO
E_HOMO   -8.660 eV

Geometry as XYZ:
```
15
C4H8O3 | OMol25 | ωB97M-V/def2-TZVPD
O 0.1998 0.3474 2.0444
C 1.3444 0.2275 1.2127
C 0.9393 0.5291 -0.1887
C -0.2110 0.1805 -0.7739
O -0.6085 0.9119 -1.8546
C -1.0959 -1.0064 -0.4929
O -2.3738 -0.9368 -1.0729
H 0.4501 0.0819 2.9365
H 1.7913 -0.7704 1.3073
H 2.1064 0.9646 1.5053
H 1.6337 1.1073 -0.7945
H -0.1068 1.7296 -1.7084
H -0.5511 -1.8919 -0.8628
H -1.2030 -1.1143 0.5882
H -2.3149 -0.3599 -1.8457
```

Atomic partial charges in e from the Löwdin method, atoms 1 to 6: O -0.070; C -0.267; C -0.060; C -0.306; O 0.042; C -0.185

=====

(3)
The following is a quantum chemistry calculation of the molecule C4H8O3 at a distorted geometry, from OMol25.

Calculated values
HOMO-LUMO gap   11.0 eV
Spin multiplicity   1
Total charge   0
Energy relative to the best compared isomer or geometry (same formula, charge and spin)   11.15 kcal per mole
Max |F|   0.026 Eh/bohr
SMILES string   C[C@@H](O)CC(=O)O
E_HOMO   -10.276 eV

Geometry as XYZ:
```
15
C4H8O3 | OMol25 | ωB97M-V/def2-TZVPD
C -1.4216 1.4195 -0.1821
C -0.7606 0.1121 0.2201
O -1.4559 -0.9916 -0.3259
C 0.7114 0.1442 -0.1904
C 1.4750 -1.1109 0.1596
O 1.3047 -2.1624 -0.3999
O 2.3317 -0.9810 1.1953
H -1.5887 1.5030 -1.2240
H -0.8056 2.2839 0.0877
H -2.4000 1.5394 0.2798
H -0.8276 0.0160 1.3064
H -1.1770 -1.1134 -1.2340
H 0.7371 0.2339 -1.2766
H 1.2149 0.9941 0.2630
H 2.6626 -1.8868 1.3211
```

Atomic partial charges in e from the Löwdin method, atoms 1 to 6: C -0.050; C -0.433; O -0.018; C -0.066; C -0.518; O 0.109

=====

(4)
The following is a quantum chemistry calculation of the molecule C4H8O3, from OMol25.

Calculated values
HOMO-LUMO gap   11.4 eV
Spin multiplicity   1
Total charge   0
Energy relative to the best compared isomer or geometry (same formula, charge and spin)   30.74 kcal per mole
Max |F|   0.015 Eh/bohr
SMILES string   CCOC(=O)CO
E_HOMO   -10.623 eV

Geometry as XYZ:
```
15
C4H8O3 | OMol25 | ωB97M-V/def2-TZVPD
C -0.1743 1.3328 1.4706
C 0.4716 1.4295 0.0966
O 1.1042 0.2364 -0.4217
C 0.2691 -0.5518 -1.1413
O -0.2748 -0.2548 -2.1768
C -0.0554 -1.7868 -0.3544
O -0.7871 -2.7275 -1.0727
H -1.0707 0.7023 1.5648
H 0.5546 0.9808 2.2056
H -0.4690 2.3596 1.7339
H 1.2908 2.1345 0.1807
H -0.2260 1.7874 -0.6646
H 0.8592 -2.2024 0.0820
H -0.6093 -1.3417 0.4833
H -1.1568 -2.2357 -1.8226
```

Atomic partial charges in e from the Löwdin method, atoms 1 to 6: C -0.071; C -0.213; O -0.022; C -0.470; O 0.140; C -0.180

=====

(5)
The following is a quantum chemistry calculation of the molecule C4H8O3, from OMol25.

Calculated values
HOMO-LUMO gap   10.1 eV
Spin multiplicity   1
Total charge   0
Energy relative to the best compared isomer or geometry (same formula, charge and spin)   39.98 kcal per mole
Max |F|   0.012 Eh/bohr
SMILES string   C[C@@H](O)[C@@H](O)C=O
E_HOMO   -9.623 eV

Geometry as XYZ:
```
15
C4H8O3 | OMol25 | ωB97M-V/def2-TZVPD
C 1.3017 -0.3643 -1.0130
C 0.4357 0.6177 -0.2405
O -0.5404 1.2202 -1.1144
C -0.3625 0.0468 0.9501
O -1.2890 1.0194 1.3164
C -1.0016 -1.3272 0.7487
O -2.1693 -1.5654 0.9230
H 1.6784 0.1401 -1.9051
H 2.1624 -0.7047 -0.4245
H 0.7351 -1.2422 -1.3375
H 1.0606 1.4098 0.1931
H -0.3352 2.1554 -1.2473
H 0.3687 -0.1129 1.7601
H -1.5641 1.3673 0.4433
H -0.2867 -2.1432 0.4979
```

Atomic partial charges in e from the Löwdin method, atoms 1 to 6: C -0.040; C -0.364; O -0.037; C -0.328; O -0.008; C -0.199

=====

(6)
The following is a quantum chemistry calculation of the molecule C4H8O3, from OMol25.

Calculated values
HOMO-LUMO gap   9.2 eV
Spin multiplicity   1
Total charge   0
Energy relative to the best compared isomer or geometry (same formula, charge and spin)   151.82 kcal per mole
Max |F|   0.011 Eh/bohr
E_HOMO   -8.430 eV

Geometry as XYZ:
```
15
C4H8O3 | OMol25 | ωB97M-V/def2-TZVPD
O 0.8338 0.5400 -2.0904
C 1.2827 0.6272 -0.7555
C 0.2422 0.7128 0.3422
C -0.2399 -0.9987 0.9923
O -0.6187 -0.7274 2.2929
C -1.1959 -0.1138 -0.2531
O -0.9410 1.2531 -0.2161
H 0.1646 1.2345 -2.1798
H 2.0094 -0.1770 -0.6036
H 1.7992 1.5817 -0.5693
H -0.7916 -1.9037 0.7049
H 0.8156 -1.2687 0.8592
H -0.1823 0.1124 2.5189
H -2.1393 -0.3437 0.2284
H -1.0440 -0.5566 -1.2370
```

Atomic partial charges in e from the Löwdin method, atoms 1 to 6: O -0.066; C -0.258; C -0.132; C -0.265; O -0.041; C -0.131